Computed, not measured: a gas-phase ion, C6H11O (charge +1), with ωB97M-V/def2-TZVPD.

For the orbital gap, the calculation gives 0.32967 Ha.

The geometry in ORCA input format:
```
! wB97M-V def2-TZVPD RIJCOSX def2/J DEFGRID3
* xyz 1 1
C 3.086 0.000 -0.021
C -1.638 -0.751 -0.087
C -1.523 0.710 0.404
C -0.201 -1.248 0.235
C -0.194 1.148 0.002
C 0.705 -0.129 -0.321
O 1.976 0.078 0.446
H 4.029 0.137 0.688
H 3.257 -0.356 -1.086
H -2.546 -1.302 0.259
H -1.819 -0.579 -1.198
H -2.378 1.289 0.090
H -1.730 0.661 1.520
H -0.179 -1.320 1.306
H 0.152 -2.328 -0.205
H -0.276 1.838 -0.873
H 0.267 1.790 0.841
H 1.139 -0.294 -1.283
*
```

Computed, not measured: a molecular structure, C5H3Cl2CrNO3Tl, with ωB97M-V/def2-TZVPD.

For the orbital gap (spin up / spin down), the calculation gives 0.18389 / 0.22592 Ha.

The geometry in ORCA input format:
```
! wB97M-V def2-TZVPD RIJCOSX def2/J DEFGRID3
* xyz 4 4
Cr -0.940 0.960 -2.370
Tl -0.715 -0.714 0.026
Cl 0.094 1.569 -0.425
Cl 0.129 -1.112 -2.446
C -1.255 -2.629 0.143
C -1.892 2.686 -2.418
C -1.898 0.520 -4.042
O -1.610 -3.738 0.200
O -2.436 3.692 -2.415
O -2.446 0.237 -5.005
C 2.455 -0.192 3.477
C 1.593 -0.338 2.433
N 0.852 -0.486 1.554
H 3.456 -0.518 3.181
H 2.118 -0.796 4.323
H 2.495 0.858 3.783
*
```

F_max per entry: 4.52 11.46 eV Å⁻¹
Relative energy (zero: lowest compared OMol25 entry of this formula, charge and spin) per entry: 29.9 0.0 kcal/mol